Density functional theory data (the ωB97M-V functional and the def2-TZVPD basis) for a cluster of 2 separate species, C3H4BrNO in total.

Properties
Energy above the lowest of the compared OMol25 structures with the same formula, charge and spin in eV: 3.0601
HOMO in hartree: -0.39492
Gap between HOMO and LUMO in eV: 10.69
E_LUMO in Eh: -0.00211
Charge: 0
F_max in eV/Å: 5.09

Geometry as XYZ:
```
10
C3H4BrNO, DFT the ωB97M-V functional and the def2-TZVPD basis
C -1.52 -0.42 -0.27
C 0.93 0.30 1.04
C -0.30 0.00 -0.91
N -2.50 -0.68 0.24
O 0.45 0.87 -0.14
Br 0.62 -1.57 -1.57
H 1.63 -0.57 0.68
H 0.01 -0.08 1.62
H 1.42 1.28 1.44
H -0.74 0.86 -2.13
```


Density functional theory data (the ωB97M-V functional and the def2-TZVPD basis) for a cluster of 2 separate species, H5NO in total.

Properties
Energy above the lowest of the compared OMol25 structures with the same formula, charge and spin in eV: 0.0000
HOMO in hartree: -0.38422
Gap between HOMO and LUMO in eV: 11.28
E_LUMO in Eh: 0.03048
Charge: 0
F_max in eV/Å: 1.10

Geometry as XYZ:
```
7
H5NO, DFT the ωB97M-V functional and the def2-TZVPD basis
N -1.14 -0.59 0.30
H -1.69 -0.06 0.96
H -1.75 -0.75 -0.50
H -0.96 -1.50 0.71
O 1.28 0.74 -0.40
H 1.91 0.30 0.17
H 0.45 0.23 -0.21
```


Density functional theory data (the ωB97M-V functional and the def2-TZVPD basis) for a cluster of 6 separate species, C41H42ClF6NO3 in total.

Properties
HOMO in hartree: -0.34196
Gap between HOMO and LUMO in eV: 9.64
E_LUMO in Eh: 0.01240
Charge: 0
F_max in eV/Å: 2.38

Geometry as XYZ:
```
94
C41H42ClF6NO3, DFT the ωB97M-V functional and the def2-TZVPD basis
C 1.32 0.71 3.14
C 1.01 1.69 1.96
O 0.97 2.88 2.16
O 0.81 1.09 0.72
C -0.60 1.18 0.31
C -1.32 -0.10 0.83
C -2.88 0.05 1.03
C -3.74 -0.04 -0.30
N -3.20 -1.30 1.65
C -4.50 -1.25 2.23
O -5.40 -2.05 2.17
C -4.49 0.15 2.98
Cl -6.19 0.76 2.94
C -3.38 0.98 2.19
C -3.59 2.51 2.00
C -3.56 3.05 0.54
F -2.60 3.21 2.75
H 2.32 0.93 3.57
H 0.57 0.82 3.94
H 1.30 -0.33 2.73
H -0.99 2.14 0.73
H -0.60 1.16 -0.80
H -1.21 -0.97 0.13
H -0.91 -0.45 1.81
H -4.84 0.05 -0.10
H -3.46 -1.00 -0.80
H -3.48 0.77 -1.03
H -3.12 -2.10 1.02
H -4.04 0.01 3.98
H -2.51 0.95 2.90
H -4.57 2.83 2.44
H -3.28 4.14 0.58
H -4.58 3.02 0.09
H -2.86 2.54 -0.15
F -4.02 3.53 -2.18
C -4.00 4.65 -2.92
C -2.94 5.53 -2.80
C -2.92 6.68 -3.57
C -3.97 6.96 -4.44
C -5.04 6.07 -4.54
C -5.05 4.91 -3.79
H -2.13 5.30 -2.11
H -2.09 7.37 -3.49
H -3.96 7.86 -5.03
H -5.86 6.28 -5.22
H -5.87 4.20 -3.86
F 1.86 -2.81 1.59
C 3.20 -2.90 1.48
C 3.84 -4.07 1.84
C 5.22 -4.15 1.73
C 5.95 -3.06 1.26
C 5.30 -1.89 0.91
C 3.91 -1.81 1.01
H 3.26 -4.91 2.21
H 5.73 -5.07 2.00
H 7.03 -3.13 1.18
H 5.86 -1.04 0.55
H 3.39 -0.90 0.73
F 5.65 -6.01 -2.84
C 4.33 -5.95 -2.54
C 3.92 -5.18 -1.47
C 2.56 -5.12 -1.17
C 1.64 -5.82 -1.94
C 2.08 -6.60 -3.01
C 3.43 -6.66 -3.32
H 4.65 -4.65 -0.88
H 2.22 -4.51 -0.34
H 0.59 -5.77 -1.71
H 1.37 -7.15 -3.61
H 3.79 -7.25 -4.16
F 5.15 -2.10 4.66
C 4.46 -2.58 5.71
C 3.47 -3.52 5.49
C 2.75 -4.02 6.57
C 3.04 -3.56 7.86
C 4.03 -2.62 8.06
C 4.75 -2.12 6.98
H 3.26 -3.85 4.48
H 1.98 -4.76 6.42
H 2.48 -3.95 8.70
H 4.25 -2.26 9.06
H 5.54 -1.39 7.12
F -3.56 3.96 -6.37
C -2.22 3.89 -6.39
C -1.60 2.72 -5.98
C -0.22 2.64 -6.00
C 0.53 3.73 -6.43
C -0.10 4.90 -6.84
C -1.49 4.98 -6.83
H -2.20 1.89 -5.64
H 0.28 1.73 -5.69
H 1.62 3.67 -6.45
H 0.48 5.75 -7.17
H -2.00 5.87 -7.15
```


Density functional theory data (the ωB97M-V functional and the def2-TZVPD basis) for a structure of composition C39H53KN4O4P2S5.

Properties
HOMO in hartree: -0.04971
Gap between HOMO and LUMO in eV: 4.74
E_LUMO in Eh: 0.12435
Charge: -2
F_max in eV/Å: 1.54

Geometry as XYZ:
```
108
C39H53KN4O4P2S5, DFT the ωB97M-V functional and the def2-TZVPD basis
K -0.41 0.52 0.08
C 0.17 -3.28 -1.55
C 0.97 -2.53 -2.60
C 2.09 -3.42 -3.14
P 1.44 -0.89 -1.84
C 1.79 0.23 -3.29
C 2.63 1.41 -2.83
C 2.32 -0.35 -4.61
C 3.04 -1.25 -1.04
C 4.25 -1.45 -1.69
C 5.42 -1.78 -1.02
C 5.36 -1.92 0.37
C 4.17 -1.72 1.05
C 2.97 -1.36 0.38
N 1.83 -1.03 1.06
C 1.55 -1.64 2.24
C 1.77 -3.03 2.44
C 1.42 -3.67 3.60
C 0.82 -2.96 4.64
C 0.59 -1.61 4.47
C 0.92 -0.92 3.31
P 0.53 0.87 3.01
C -0.46 1.25 4.55
C -1.84 0.61 4.43
C -0.62 2.75 4.83
C 2.13 1.75 3.40
C 2.79 1.31 4.70
C 3.12 1.66 2.24
H -0.18 -4.25 -1.92
H 0.78 -3.46 -0.66
H -0.70 -2.70 -1.23
H 0.30 -2.25 -3.42
H 2.81 -3.64 -2.36
H 1.67 -4.37 -3.49
H 2.62 -2.96 -3.98
H 0.79 0.62 -3.49
H 3.66 1.11 -2.59
H 2.67 2.18 -3.61
H 2.21 1.89 -1.94
H 3.33 -0.74 -4.51
H 1.68 -1.15 -4.99
H 2.35 0.44 -5.36
H 4.29 -1.36 -2.77
H 6.35 -1.93 -1.56
H 6.25 -2.19 0.92
H 4.16 -1.83 2.13
H 2.22 -3.59 1.63
H 1.60 -4.74 3.70
H 0.55 -3.45 5.57
H 0.12 -1.08 5.29
H 0.07 0.82 5.40
H -2.43 1.09 3.65
H -1.78 -0.46 4.19
H -2.39 0.71 5.38
H -1.35 3.20 4.16
H -1.00 2.88 5.84
H 0.32 3.30 4.76
H 1.82 2.79 3.48
H 2.93 0.23 4.72
H 3.78 1.78 4.80
H 2.21 1.60 5.58
H 3.54 0.66 2.14
H 2.66 1.91 1.28
H 3.94 2.37 2.40
O -0.64 6.60 -6.71
C -0.70 6.01 -5.65
S -1.94 4.84 -5.22
C -1.40 4.46 -3.59
C -0.27 5.09 -3.18
S 0.60 4.93 -1.66
S 0.45 6.22 -4.33
S -2.42 3.33 -2.72
N -1.89 4.36 0.01
C -1.70 4.19 1.46
C -2.90 3.38 1.97
O -3.40 3.72 3.05
O -3.21 2.43 1.20
H -1.03 4.57 -0.58
H -2.59 5.05 -0.24
H -2.27 3.48 -0.36
H -1.57 5.14 1.96
H -0.80 3.57 1.58
N -5.84 -5.02 2.32
C -5.08 -4.20 2.06
C -4.11 -3.17 1.74
C -2.75 -3.44 1.80
C -1.87 -2.42 1.48
N -2.27 -1.20 1.12
C -3.58 -0.94 1.08
C -4.54 -1.90 1.38
H -2.39 -4.42 2.09
H -0.80 -2.59 1.53
H -3.85 0.07 0.83
H -5.59 -1.66 1.33
O -1.33 0.05 -2.01
S -2.77 0.27 -2.43
C -2.76 0.45 -4.25
C -3.41 -0.78 -4.87
C -3.06 -1.95 -3.94
C -3.42 -1.44 -2.56
H -1.70 0.53 -4.47
H -3.24 1.40 -4.48
H -3.06 -0.94 -5.89
H -4.49 -0.65 -4.90
H -1.99 -2.15 -3.98
H -3.59 -2.87 -4.20
H -2.95 -1.99 -1.74
H -4.50 -1.40 -2.40
```


The lowest F_max belongs to which entry?
H5NO